This record from the OMol25 dataset describes a 2-piece molecular cluster, C3H6ClNO overall at a distorted geometry. The level of theory is the ωB97M-V functional and the def2-TZVPD basis.

Structure (ORCA input):
```
! wB97M-V def2-TZVPD RIJCOSX def2/J DEFGRID3
* xyz 0 1
C 0.4045 0.3315 1.4451
C 1.7534 -1.4102 0.7004
C -1.9783 1.5397 -1.4178
N 0.7144 -0.4350 0.4902
O -0.9845 1.1433 -1.9680
Cl -1.1188 1.1733 1.1663
H 2.7978 -1.0020 0.6731
H 1.6683 -2.2267 -0.0387
H 1.5699 -1.9693 1.7639
H -2.9213 0.9562 -1.2756
H -2.1300 2.6158 -1.0843
H 0.2245 -0.7164 -0.4547
*
```

The calculation puts the total energy at -707.972762 hartree. For the LUMO energy, the calculation gives 0.70 eV.

=====

This record from the OMol25 dataset describes one molecule with the formula C21H30N4O at a distorted geometry. The level of theory is the ωB97M-V functional and the def2-TZVPD basis.

Structure (ORCA input):
```
! wB97M-V def2-TZVPD RIJCOSX def2/J DEFGRID3
* xyz 0 1
C -1.3137 -0.1920 5.4708
C -0.5392 0.9450 6.1250
C 0.1257 1.8804 5.1070
C 1.2573 1.1597 4.3971
O 2.3348 1.0246 4.9482
N 1.0373 0.6300 3.1653
C -0.1198 0.7708 2.3128
H -0.9475 1.2401 2.8369
C 0.2574 1.5913 1.0712
N 1.3557 0.9631 0.3666
C 1.0724 0.1342 -0.6794
N -0.2195 0.0191 -0.9850
C -0.6424 -0.6940 -2.0208
C 0.2552 -1.3861 -2.8205
C 1.6105 -1.2851 -2.5350
C 2.0663 -0.5128 -1.4685
C 3.4584 -0.4128 -1.3088
N 4.6078 -0.3793 -1.2767
C 2.4217 -2.0698 -3.5173
H 2.8640 -1.3860 -4.2477
H 3.2375 -2.6175 -3.0453
C 1.3803 -2.9897 -4.1744
H 1.3445 -3.9377 -3.6350
H 1.6164 -3.2018 -5.2155
C 0.0344 -2.2612 -4.0185
H -0.1791 -1.6451 -4.8965
H -0.7984 -2.9526 -3.8861
C -2.1179 -0.6932 -2.2759
H -2.4331 -1.6950 -2.5745
H -2.6348 -0.4169 -1.3561
C -2.4966 0.3042 -3.3848
C -3.9606 0.1220 -3.7752
H -4.2351 0.8271 -4.5565
H -4.6061 0.2937 -2.9164
H -4.1408 -0.8851 -4.1449
C -2.2390 1.7364 -2.9270
H -2.4501 2.4376 -3.7312
H -1.2029 1.8614 -2.6223
H -2.8764 1.9814 -2.0801
H -1.8729 0.0991 -4.2618
C 2.5122 0.8223 1.2231
H 3.3338 0.3440 0.6966
H 2.8328 1.8232 1.5311
C 2.1448 0.0042 2.4686
H 2.9901 -0.0456 3.1560
H 1.8541 -1.0100 2.1701
H -0.5924 1.6631 0.3941
H 0.5821 2.5911 1.3770
H -0.4390 -0.2266 1.9864
H -0.6158 2.2966 4.4279
H 0.5902 2.7044 5.6523
H -1.2162 1.5316 6.7502
H 0.2394 0.5316 6.7685
H -2.1152 0.1941 4.8435
H -1.7575 -0.8282 6.2330
H -0.6553 -0.8030 4.8583
*
```

Its SMILES is CCCC(=O)N1CCN(c2nc(CC(C)C)c3c(c2C#N)CCC3)CC1. The calculation puts the total energy at -1112.512315 hartree. For the LUMO energy, the calculation gives 0.46 eV.

=====

This record from the OMol25 dataset describes C22H19F5OSe3SiTcTe2 as an isolated structure. The level of theory is the ωB97M-V functional and the def2-TZVPD basis.

Structure (ORCA input):
```
! wB97M-V def2-TZVPD RIJCOSX def2/J DEFGRID3
* xyz 0 2
Tc -0.3501 -0.3730 0.8453
Se 0.5498 1.6157 -0.0845
Te -0.2519 3.4649 1.4435
Te 0.5417 2.3087 3.6993
Se -0.5838 0.0977 3.1220
F 0.0385 -6.9653 2.5990
C 0.3860 -5.7746 2.1237
C -0.5363 -4.7422 2.0957
F -1.7721 -4.9307 2.5457
C -0.1403 -3.5151 1.6030
F -1.0612 -2.5141 1.6367
C 1.1260 -3.2629 1.1201
Se 1.6495 -1.5630 0.3859
C 2.0287 -4.3133 1.1710
F 3.2761 -4.1479 0.7264
C 1.6744 -5.5570 1.6647
F 2.5638 -6.5452 1.7013
C -1.5971 -0.9363 -3.2250
C -2.4153 -1.9810 -2.4519
C -3.5293 -2.4986 -3.3708
C -1.4906 -3.1297 -2.0301
Si -3.1339 -1.1330 -0.9369
O -1.8627 -0.3810 -0.1558
C -3.9314 -2.2855 0.3001
C -4.3586 -3.5893 0.0451
C -4.9370 -4.3659 1.0414
C -5.0999 -3.8483 2.3170
C -4.6880 -2.5513 2.5932
C -4.1145 -1.7811 1.5937
C -4.2940 0.2474 -1.3797
C -5.6575 0.0085 -1.5629
C -6.5180 1.0332 -1.9304
C -6.0239 2.3175 -2.1123
C -4.6729 2.5750 -1.9256
C -3.8139 1.5469 -1.5636
H -1.1571 -1.3985 -4.1151
H -0.7803 -0.5284 -2.6249
H -2.2184 -0.1014 -3.5577
H -3.0867 -2.9323 -4.2736
H -4.1990 -1.6946 -3.6841
H -4.1401 -3.2745 -2.9060
H -1.0885 -3.6316 -2.9166
H -2.0030 -3.8809 -1.4259
H -0.6363 -2.7636 -1.4515
H -4.2371 -4.0218 -0.9398
H -5.2556 -5.3770 0.8211
H -5.5459 -4.4539 3.0956
H -4.8145 -2.1407 3.5870
H -3.7968 -0.7693 1.8283
H -6.0578 -0.9881 -1.4056
H -7.5728 0.8319 -2.0682
H -6.6944 3.1195 -2.3941
H -4.2896 3.5786 -2.0604
H -2.7596 1.7567 -1.4136
*
```

The expectation value of S² is 0.760. The calculation puts the total energy at -9535.041795 hartree. For the LUMO energy (alpha / beta), the calculation gives -1.38 / -1.32 eV.

=====

This record from the OMol25 dataset describes C43H40LuN2OP2S2 as an isolated structure at a distorted geometry. The level of theory is the ωB97M-V functional and the def2-TZVPD basis.

Structure (ORCA input):
```
! wB97M-V def2-TZVPD RIJCOSX def2/J DEFGRID3
* xyz 1 1
Lu 0.2623 -0.1280 0.2054
C -0.0753 -4.6137 0.2627
C -0.2078 -3.2119 0.7688
N -0.1812 -2.2044 -0.0509
N -0.0193 -2.4393 -1.4054
C -0.5129 -1.5489 -2.2057
S -1.3857 -0.0924 -1.7564
S -0.2001 -1.8482 -3.9191
C -1.9095 -1.6750 -4.5905
C -2.7529 -2.8355 -4.1527
C -3.5626 -2.7394 -3.0250
C -4.2845 -3.8394 -2.5831
C -4.2050 -5.0446 -3.2645
C -3.4134 -5.1427 -4.4006
C -2.6938 -4.0442 -4.8410
C -0.4137 -2.9369 2.1873
C -0.7226 -4.0050 3.0461
C -1.0146 -3.8158 4.3764
C -1.0019 -2.5255 4.9020
C -0.6902 -1.4555 4.0940
C -0.3944 -1.6239 2.7346
O -0.0985 -0.5335 2.0310
H 0.3064 -4.5953 -0.7538
H -1.0480 -5.1090 0.2454
H 0.5887 -5.1892 0.9060
H -1.7698 -1.6469 -5.6693
H -2.2930 -0.7192 -4.2449
H -3.6392 -1.7971 -2.4952
H -4.9200 -3.7526 -1.7108
H -4.7657 -5.9039 -2.9199
H -3.3588 -6.0761 -4.9458
H -2.0770 -4.1209 -5.7294
H -0.7564 -5.0079 2.6425
H -1.2554 -4.6609 5.0062
H -1.2378 -2.3585 5.9449
H -0.6648 -0.4429 4.4774
C 3.7072 2.0227 1.5718
C 2.9376 2.8461 0.5248
P 1.1350 2.4859 0.3619
C 0.3923 3.0533 1.9267
C -0.9137 2.6375 2.1939
C -1.5600 3.0460 3.3487
C -0.8988 3.8616 4.2559
C 0.3971 4.2839 3.9956
C 1.0401 3.8887 2.8319
C 0.6680 3.7893 -0.8284
C 1.2100 3.7275 -2.1127
C 0.9014 4.7027 -3.0458
C 0.0378 5.7366 -2.7112
C -0.5165 5.7911 -1.4420
C -0.2061 4.8211 -0.4996
C 3.1056 0.6532 1.8982
P 2.9356 -0.6276 0.5438
C 3.5591 0.1162 -1.0192
C 2.6509 0.2322 -2.0720
C 3.0403 0.7211 -3.3094
C 4.3558 1.1124 -3.5042
C 5.2735 0.9940 -2.4671
C 4.8856 0.4854 -1.2380
C 4.2764 -1.8083 0.8934
C 5.4365 -1.4623 1.5811
C 6.4469 -2.3969 1.7444
C 6.3046 -3.6782 1.2296
C 5.1470 -4.0292 0.5517
C 4.1326 -3.0992 0.3872
H 3.7442 2.5739 2.5130
H 4.7381 1.9119 1.2308
H 3.3484 2.6724 -0.4695
H 3.0405 3.9147 0.7185
H -1.4415 2.0125 1.4787
H -2.5776 2.7319 3.5406
H -1.3966 4.1720 5.1649
H 0.9069 4.9302 4.6980
H 2.0420 4.2470 2.6338
H 1.8754 2.9155 -2.3813
H 1.3317 4.6531 -4.0377
H -0.2046 6.4971 -3.4416
H -1.1956 6.5917 -1.1798
H -0.6427 4.8739 0.4886
H 2.0968 0.7974 2.3001
H 3.6697 0.1736 2.6983
H 1.6174 -0.0815 -1.9448
H 2.3202 0.7800 -4.1158
H 4.6712 1.4927 -4.4666
H 6.3044 1.2856 -2.6212
H 5.6223 0.3623 -0.4554
H 5.5621 -0.4688 1.9936
H 7.3478 -2.1239 2.2781
H 7.0972 -4.4023 1.3626
H 5.0353 -5.0295 0.1542
H 3.2248 -3.3665 -0.1429
*
```

The calculation puts the total energy at -4561.859643 hartree. For the LUMO energy, the calculation gives -2.87 eV.

=====

This record from the OMol25 dataset describes a 2-piece molecular cluster, C3H9N3O overall at a distorted geometry. The level of theory is the ωB97M-V functional and the def2-TZVPD basis.

Structure (ORCA input):
```
! wB97M-V def2-TZVPD RIJCOSX def2/J DEFGRID3
* xyz 0 1
O 1.6862 -0.1031 -1.6692
C 1.7001 0.1031 -0.2471
N 2.7247 -0.2376 0.4145
C 0.4864 0.6269 0.3368
N -0.6834 0.7349 -0.3075
C -1.9335 0.4006 0.5581
N -3.1047 0.8214 0.0089
H 3.5372 -0.1792 -0.2021
H 0.4335 -2.2747 -0.0747
H 0.6038 -2.1331 0.6380
H 0.6379 1.3057 1.1813
H -0.8227 1.6608 -0.6691
H -1.7978 0.7955 1.5731
H -1.8704 -0.6944 0.7001
H -3.3459 0.2220 -0.7824
H 1.7485 -1.0489 -1.4589
*
```

The calculation puts the total energy at -358.940110 hartree. For the LUMO energy, the calculation gives -2.97 eV.

=====

This record from the OMol25 dataset describes one molecule with the formula C17H13N3OS. The level of theory is the ωB97M-V functional and the def2-TZVPD basis.

Structure (ORCA input):
```
! wB97M-V def2-TZVPD RIJCOSX def2/J DEFGRID3
* xyz 0 1
C -4.8101 0.1924 -0.8016
C -3.5706 -0.6012 -0.4615
O -3.5787 -1.8123 -0.4845
C -2.3625 0.1788 -0.0992
C -2.2767 1.5459 -0.3679
C -1.1318 2.2562 -0.0397
C -0.0733 1.5452 0.5661
N -0.1639 0.2587 0.8426
C -1.2533 -0.4283 0.5299
C -1.2186 -1.8685 0.9004
H -2.1223 -2.1529 1.4348
H -0.3412 -2.0643 1.5085
H -1.1797 -2.4779 -0.0011
S 1.3991 2.3889 0.9536
C 2.4485 1.0324 1.6016
C 2.6448 -0.0894 0.6355
C 2.3588 -1.3927 1.0152
C 2.5229 -2.4451 0.1321
C 2.9791 -2.2113 -1.1558
C 3.2895 -0.9253 -1.5504
C 3.1297 0.1367 -0.6588
C 3.4975 1.4325 -1.0932
N 3.8401 2.4575 -1.4759
H 3.6591 -0.7251 -2.5453
H 3.0978 -3.0305 -1.8483
H 2.2897 -3.4510 0.4475
H 2.0045 -1.5793 2.0178
H 3.3906 1.5375 1.8255
H 1.9898 0.6770 2.5230
C -1.0363 3.6384 -0.3041
N -0.9873 4.7633 -0.5191
H -3.0868 2.0732 -0.8476
H -5.6505 -0.4922 -0.8841
H -5.0192 0.9378 -0.0381
H -4.6786 0.6950 -1.7582
*
```

Its SMILES is CC(=O)c1cc(C#N)c(SCc2ccccc2C#N)nc1C. The calculation puts the total energy at -1293.309153 hartree. For the LUMO energy, the calculation gives -0.33 eV.